Here is a structure of composition C24H28AuBrN2O3S from the OMol25 dataset. Energies are from the ωB97M-V functional and the def2-TZVPD basis.

```
60
Properties=species:S:1:pos:R:3:forces:R:3
Au -0.449195 -0.122531 -1.852627 -1.0794 0.2525 -0.0747
C 3.317435 -1.254179 -2.641724 0.0231 -0.0254 -0.0973
O 2.462916 -1.338846 -1.490351 -0.0279 0.0590 0.0110
C 3.001377 -1.249995 -0.296996 0.5279 -0.0056 0.1744
C 4.371129 -1.120787 -0.025232 -0.5356 -0.0323 -0.6229
C 4.790367 -1.066916 1.277462 0.0048 0.0027 0.7989
Br 6.609511 -0.907694 1.675608 -0.2499 -0.0152 -0.0513
C 3.868506 -1.140987 2.365147 0.3874 0.0259 0.0187
C 2.533120 -1.265598 2.139166 -0.1303 0.0082 0.4816
C 2.037405 -1.310061 0.791837 -0.3167 -0.0654 -0.3767
O 0.803465 -1.404626 0.538756 0.5342 0.0772 -1.0978
C 1.509490 -1.362457 3.190898 0.7112 0.0457 -0.3823
N 0.242776 -1.463966 2.842745 0.0142 0.0211 0.4074
C -0.512804 -1.556162 4.006756 0.0038 0.0017 -0.0683
C -1.881095 -1.684168 4.211135 -0.0556 -0.0084 0.1047
C -2.308504 -1.753647 5.523170 -0.0172 0.0039 -0.1981
C -1.408646 -1.697407 6.594851 0.2798 0.0225 0.0627
C -0.044146 -1.570156 6.397397 -0.2251 -0.0267 0.1180
C 0.380043 -1.501611 5.080423 0.1117 0.0095 -0.1243
N 1.655999 -1.377885 4.521868 -0.3311 -0.0325 0.0360
H 4.022072 -2.085814 -2.644351 -0.0004 0.0365 -0.0201
H 3.840231 -0.297179 -2.647071 0.0095 -0.0391 -0.0197
H 2.654860 -1.324488 -3.497821 0.0367 0.0010 0.0037
H 5.101186 -1.070258 -0.819200 -0.0514 -0.0181 -0.0393
H 4.269340 -1.096086 3.369162 0.0084 -0.0064 -0.0006
H 0.195321 -1.455680 1.711054 -0.7165 -0.0910 0.8144
H -2.572160 -1.730769 3.382217 -0.0204 -0.0004 -0.0069
H -3.362791 -1.855789 5.736174 -0.0268 -0.0016 -0.0240
H -1.794109 -1.757256 7.602456 0.0201 0.0019 0.0289
H 0.649944 -1.529102 7.224173 -0.0033 -0.0008 0.0430
H 2.521743 -1.337393 5.032970 0.0217 0.0122 -0.0065
C 1.377294 4.426884 -3.913384 0.0214 0.0770 0.0294
C 1.061978 4.183460 -2.428963 0.1208 0.3306 -0.2700
C -0.042493 5.152873 -1.942511 -0.0261 0.0242 0.0667
C 2.331282 4.376894 -1.566896 -0.0133 -0.0325 0.0878
C 0.585585 2.844517 -2.244414 -0.4480 -0.8579 0.0905
C 0.180241 1.662647 -2.108172 0.8514 0.2804 0.1252
H 1.716340 5.454289 -4.042400 0.0086 0.0091 -0.0058
H 0.493757 4.277545 -4.531937 -0.0149 0.0004 0.0002
H 2.164121 3.759304 -4.261722 0.0092 -0.0127 -0.0008
H 0.332108 6.167680 -2.071301 0.0069 0.0206 -0.0050
H -0.277329 4.997534 -0.891133 0.0195 -0.0147 0.0219
H -0.954180 5.046695 -2.527640 0.0080 -0.0228 -0.0348
H 2.665101 5.405840 -1.692537 0.0044 0.0231 -0.0155
H 3.133312 3.713229 -1.886547 0.0007 -0.0091 -0.0372
H 2.126229 4.203392 -0.511801 -0.0250 0.0106 0.0167
O -2.066945 -1.529169 -1.781172 0.7881 0.0536 0.2231
S -2.994179 -1.521483 -3.019972 -0.2682 -0.0957 -0.0304
C -4.045777 -2.963445 -2.722449 0.0526 0.1114 -0.1575
C -5.144006 -2.500855 -1.776354 0.0304 -0.0571 0.0572
C -5.587921 -1.146975 -2.314894 -0.0675 0.0549 -0.0551
C -4.316327 -0.339829 -2.574601 0.0918 -0.0891 -0.0692
H -3.391989 -3.755767 -2.364136 0.0079 -0.0045 0.0352
H -4.438574 -3.246548 -3.701741 -0.0267 -0.0016 0.0079
H -4.744442 -2.403626 -0.765414 -0.0095 -0.0008 0.0077
H -5.956934 -3.224896 -1.747963 -0.0080 0.0156 0.0000
H -6.238972 -0.611147 -1.625399 0.0020 -0.0233 0.0059
H -6.138859 -1.278589 -3.247808 -0.0127 -0.0062 0.0131
H -3.933290 0.136598 -1.671581 0.0221 0.0000 0.0098
H -4.399905 0.402464 -3.365192 -0.0332 0.0037 -0.0095
```
Forces are in eV/Å.

Its total charge is +2. Its gap between HOMO and LUMO (spin up / spin down) is 8.33 / 5.45 eV. Its spin multiplicity is 3. As for the largest force on an atom: 1.2 eV/A. The HOMO energy (spin up / spin down) comes out at -13.7 / -13.9 eV. As for the total energy: -4373.79969 Ha. As for the expectation value of S²: 2.028.



Here is a cluster of 2 separate species, C2H7N2O in total from the OMol25 dataset. Energies are from the ωB97M-V functional and the def2-TZVPD basis.

```
12
Properties=species:S:1:pos:R:3:forces:R:3
C 1.820379 0.103411 -0.164570 1.1386 -3.7974 0.9031
C -0.363265 -0.707173 -0.294365 -2.1141 0.9881 -0.3667
N 0.103435 1.269157 0.823416 0.3746 1.2571 0.5722
N 0.410113 0.263555 0.045146 0.4568 -0.2778 1.4392
O -2.877577 0.106497 -0.090695 0.1885 0.6434 -0.3158
H 2.287189 -0.703622 0.548726 -1.1258 1.6715 -0.5539
H 2.015270 -0.427627 -1.085167 -0.1018 0.5235 -0.7534
H 2.358494 0.970609 -0.037802 0.9763 2.0795 0.0565
H 0.140976 -1.276828 -1.012472 0.4077 -1.4921 -1.0473
H -1.601166 -0.296373 -0.183155 -0.2175 -1.2643 0.0300
H -3.394749 -0.488202 0.449445 -0.0160 -0.3260 0.2408
H -0.899104 1.186599 1.001498 0.0326 -0.0055 -0.2046
```
Forces are in eV/Å.

Its total charge is -1. As for the energy above the lowest of the compared OMol25 structures with the same formula, charge and spin: 3.580 eV. Its gap between HOMO and LUMO (spin up / spin down) is 6.69 / 6.69 eV. As for the largest force on an atom: 4.1 eV/A. The HOMO energy (spin up / spin down) comes out at -2.6 / -2.6 eV. As for the total energy: -265.02877 Ha.



Here is an isolated molecule of C3HF3S from the OMol25 dataset. Energies are from the ωB97M-V functional and the def2-TZVPD basis.

```
8
Properties=species:S:1:pos:R:3:forces:R:3
C -1.026468 -1.880120 1.150173 -0.0292 2.0909 -2.7529
C -1.429728 -0.937529 0.348224 -2.4965 1.0638 0.9593
C -2.822027 0.123614 0.061139 0.8559 -3.3369 0.7565
F -2.829654 0.681239 -1.133617 0.3703 -0.4528 0.2874
F -3.853067 -0.825229 0.126068 1.1684 1.7672 -0.1098
F -3.047624 1.076391 0.961329 0.4304 -0.8192 -0.2051
S -0.114914 -1.640218 -0.596512 -0.0725 0.0073 0.2799
H -0.775084 -2.618954 1.854162 -0.2268 -0.3204 0.7848
```
Forces are in eV/Å.

Its total charge is 0. As for the energy above the lowest of the compared OMol25 structures with the same formula, charge and spin: 2.343 eV. Its gap between HOMO and LUMO is 8.69 eV. As for the largest force on an atom: 3.5 eV/A. The HOMO energy comes out at -8.4 eV. As for the total energy: -812.57293 Ha.



Among the records above, which one has the lowest total charge?
C2H7N2O



Which of these has the highest total energy?
C2H7N2O



Look up the total energy of the first one.
-4373.79969 Ha



Look up the total energy of the third one.
-812.57293 Ha